*a*
ORCA calculation (the ωB97M-V functional and the def2-TZVPD basis) on C3H3BrO2 as an isolated structure.

Its frontier orbital gap is 0.380 Eh. Its HOMO energy is -9.8 eV.

CARTESIAN COORDINATES (ANGSTROEM)
O (-0.607, 3.155, 0.318)
C (-0.538, -0.684, 0.633)
C (0.305, -2.028, 0.369)
Br (1.198, 1.463, 0.222)
H (-0.782, 2.023, -1.291)
H (1.294, -1.945, 0.189)
C (-0.240, 2.199, -0.304)
O (-0.451, -1.219, -0.501)
H (-0.180, -2.964, 0.365)

*b*
ORCA calculation (the ωB97M-V functional and the def2-TZVPD basis) on C3H3BrO2 in the gas phase.

As for the SMILES: O=C(Br)[C@@H]1CO1. Its frontier orbital gap is 0.395 Eh. Its HOMO energy is -10.4 eV.

CARTESIAN COORDINATES (ANGSTROEM)
C (1.325, -0.245, -0.052)
C (0.035, 0.432, 0.248)
Br (-2.774, 0.784, 0.107)
H (1.065, -1.129, -0.653)
H (2.095, 0.323, -0.323)
O (-1.256, -1.280, -0.730)
O (0.838, -0.139, 1.202)
C (-1.250, -0.261, -0.126)
H (-0.077, 1.517, 0.328)

Stability, descending: *b*, *a*